Entry 1:
This record from the OMol25 dataset describes a molecular structure, C18H19AsCl5F6GeMnN3OSi. The level of theory is ωB97M-V/def2-TZVPD.

LUMO level (alpha / beta) = -1.62 / -2.03 eV
HOMO-LUMO gap (alpha / beta) = 0.2519 / 0.2392 Ha
Total charge = 0
Multiplicity = 6
ΔE to the lowest compared entry with this formula, charge and spin = 0.0746 eV

Geometry (Å):
Mn -0.405 -0.062 -0.664
Cl 3.757 -1.101 1.597
C 2.209 -1.789 1.932
C 2.151 -2.884 2.816
C 0.980 -3.535 3.058
Cl 0.943 -4.865 4.170
C -0.204 -3.147 2.387
C -1.461 -3.772 2.518
C -2.525 -3.323 1.785
C -2.338 -2.255 0.894
N -1.183 -1.648 0.758
C -0.123 -2.053 1.502
C 1.080 -1.304 1.307
O 1.056 -0.231 0.538
H 3.062 -3.206 3.301
H -1.567 -4.606 3.198
H -3.498 -3.785 1.870
H -3.154 -1.897 0.275
C -2.295 -1.778 -3.338
C -2.929 -0.716 -2.499
C -4.261 -0.369 -2.584
C -4.763 0.629 -1.741
C -3.963 1.264 -0.820
C -2.615 0.879 -0.771
N -2.150 -0.073 -1.614
N -1.605 1.279 0.032
Si -1.564 2.644 1.142
C -2.678 2.260 2.594
C 0.201 2.816 1.674
C -2.157 4.168 0.237
H -1.452 -1.367 -3.891
H -3.015 -2.199 -4.035
H -1.909 -2.578 -2.703
H -4.899 -0.861 -3.303
H -5.808 0.902 -1.812
H -4.346 2.023 -0.155
H -2.260 1.443 3.186
H -3.678 1.962 2.275
H -2.783 3.128 3.248
H 0.588 1.872 2.059
H 0.308 3.569 2.457
H 0.830 3.125 0.836
H -3.239 4.193 0.100
H -1.686 4.238 -0.746
H -1.877 5.060 0.801
Cl 3.413 3.517 -1.229
Ge 3.744 1.846 0.119
Cl 5.731 1.121 -0.341
Cl 3.860 2.677 2.122
F 1.196 1.094 -1.802
As 1.647 -0.112 -3.035
F 2.553 1.016 -3.919
F 1.880 -1.424 -4.094
F 2.965 -0.573 -2.051
F 0.582 -1.233 -1.971
F 0.173 0.309 -3.828

Cartesian forces (eV/Å) of the 6 atoms listed first:
0.121 -0.271 0.530
-0.066 0.083 0.069
-0.006 -0.017 -0.054
0.016 -0.025 0.001
-0.004 -0.009 0.010
0.003 -0.005 0.007



Entry 2:
This record from the OMol25 dataset describes 15 unconnected molecules or ions with the total composition C5H39NO14. The level of theory is ωB97M-V/def2-TZVPD.

LUMO level = 0.06 eV
HOMO-LUMO gap = 0.3483 Ha
Total charge = 0
ΔE to the lowest compared entry with this formula, charge and spin = 3.3064 eV

Geometry (Å):
C -0.177 0.172 -0.408
C 0.690 -1.010 -0.826
C 0.215 -1.753 -2.076
C 1.078 -2.556 -2.687
C -1.255 -1.774 -2.342
N 0.644 1.139 0.403
H -0.392 0.713 -1.336
H -1.124 -0.033 0.085
H 1.689 -0.635 -1.032
H 0.784 -1.655 0.051
H 0.858 -3.200 -3.530
H 2.087 -2.671 -2.298
H -1.505 -1.794 -3.398
H -1.828 -0.918 -1.972
H -1.785 -2.566 -1.799
H 0.740 1.933 -0.218
H 0.042 1.511 1.130
H -0.513 3.952 1.695
H -1.766 3.867 2.548
O -0.853 3.548 2.506
H -0.727 -2.996 2.243
H -0.799 -3.565 0.774
O -1.325 -3.298 1.531
H -0.214 -1.183 3.370
H -0.194 -1.983 4.563
O 0.059 -2.088 3.634
H -1.573 1.928 -2.438
H -1.607 2.294 -3.865
O -2.048 2.518 -3.036
H 2.943 -1.689 0.087
H 4.162 -0.996 0.555
O 3.826 -1.457 -0.233
H -3.380 -1.970 2.145
H -2.196 -1.691 1.301
O -3.011 -1.246 1.618
H 3.093 0.116 2.579
H 2.575 0.495 1.276
O 3.444 0.380 1.716
H 1.895 -3.799 0.201
H 2.116 -3.555 1.750
O 1.543 -3.376 0.992
H 1.098 2.662 -3.053
H 1.606 3.432 -1.796
O 0.946 2.814 -2.117
H -1.177 0.942 2.417
H -0.817 1.629 3.640
O -0.642 0.778 3.210
H -3.352 3.334 0.027
H -3.376 2.891 1.567
O -3.358 3.642 0.940
H 0.941 0.288 -3.421
H 1.224 0.962 -4.675
O 0.454 0.633 -4.187
H 3.164 0.591 -1.670
H 3.928 1.796 -2.182
O 3.257 1.160 -2.447
H -3.092 1.195 3.526
H -3.499 0.642 2.254
O -3.517 1.500 2.712

Cartesian forces (eV/Å) of the 6 atoms listed first:
1.118 1.341 -0.720
-0.653 0.098 0.135
-0.095 -0.663 1.340
0.379 -0.240 -0.093
-1.129 0.606 -0.069
-0.746 -0.342 -0.033



Entry 3:
This record from the OMol25 dataset describes a gas-phase ion, C6H10N (charge +1). The level of theory is ωB97M-V/def2-TZVPD.

LUMO level = -6.47 eV
HOMO-LUMO gap = 0.2359 Ha
Total charge = +1
ΔE to the lowest compared entry with this formula, charge and spin = 2.7965 eV

Geometry (Å):
C -2.076 1.019 0.085
C -0.735 1.412 0.069
C -2.717 -0.167 0.062
C -3.330 -1.283 0.034
C 0.642 0.892 0.082
C 2.458 -0.734 -0.016
N 1.136 -0.392 0.428
H -2.762 1.867 0.081
H -0.665 2.493 -0.009
H -3.619 -1.819 0.928
H -3.633 -1.763 -0.888
H 0.983 1.176 -0.938
H 1.200 1.614 0.709
H 2.495 -0.976 -1.085
H 3.125 0.101 0.177
H 2.802 -1.599 0.542
H 0.475 -1.159 0.426

Cartesian forces (eV/Å) of the 6 atoms listed first:
-0.524 0.520 0.032
0.515 -0.287 -0.085
1.251 -0.146 0.156
-0.329 -0.393 -0.065
0.237 -0.314 0.305
0.222 -0.167 -0.433



Entry 4:
This record from the OMol25 dataset describes a molecular structure, C52H50AsN3O2PPt. The level of theory is ωB97M-V/def2-TZVPD.

LUMO level = -2.82 eV
HOMO-LUMO gap = 0.2363 Ha
Total charge = +1
ΔE to the lowest compared entry with this formula, charge and spin = 0.1537 eV

Geometry (Å):
Pt -1.951 -0.649 0.042
C -0.648 3.529 -1.755
O -1.200 2.498 -0.962
C -1.808 2.851 0.219
C -1.427 3.920 1.007
C -2.086 4.184 2.199
C -3.162 3.402 2.589
C -3.574 2.345 1.804
C -2.884 2.030 0.625
N -3.258 1.002 -0.226
N -4.525 0.798 -0.345
C -5.258 -0.244 -0.612
C -4.737 -1.599 -0.610
O -3.472 -1.839 -0.694
C -5.666 -2.656 -0.637
C -7.012 -2.443 -0.763
C -7.536 -1.138 -0.926
C -8.908 -0.894 -1.103
C -9.376 0.380 -1.319
C -8.488 1.457 -1.376
C -7.149 1.253 -1.143
C -6.652 -0.034 -0.902
H -1.416 4.250 -2.046
H -0.247 3.043 -2.644
H 0.163 4.071 -1.256
H -0.627 4.568 0.687
H -1.756 5.010 2.810
H -3.686 3.632 3.505
H -4.422 1.742 2.094
H -5.267 -3.655 -0.554
H -7.697 -3.276 -0.776
H -9.590 -1.731 -1.081
H -10.435 0.559 -1.443
H -8.860 2.448 -1.597
H -6.458 2.083 -1.161
C 1.145 1.833 0.776
C 2.615 1.481 0.699
As 3.913 2.718 1.597
C 4.333 3.790 0.000
C 4.142 5.166 0.068
C 4.403 5.975 -1.025
C 4.865 5.413 -2.202
C 5.071 4.045 -2.281
C 4.802 3.240 -1.189
C 5.412 1.449 1.444
C 6.665 1.914 1.057
C 7.742 1.055 0.951
C 7.591 -0.291 1.234
C 6.359 -0.763 1.648
C 5.285 0.102 1.767
P 0.136 0.267 0.459
C 0.954 -0.312 -1.080
C 2.224 -0.859 -1.253
C 2.698 -1.142 -2.530
C 1.918 -0.892 -3.649
C 0.640 -0.371 -3.486
C 0.169 -0.087 -2.216
C 0.692 -0.558 1.996
C -0.042 -0.076 3.082
C 0.229 -0.496 4.368
C 1.245 -1.413 4.592
C 1.945 -1.935 3.519
C 1.670 -1.514 2.227
H 0.911 2.606 0.051
H 0.868 2.185 1.776
H 2.920 1.382 -0.344
H 2.775 0.527 1.197
H 3.794 5.602 0.998
H 4.250 7.042 -0.960
H 5.075 6.042 -3.054
H 5.448 3.606 -3.195
H 4.981 2.172 -1.254
H 6.792 2.967 0.837
H 8.703 1.436 0.645
H 8.431 -0.962 1.142
H 6.231 -1.811 1.886
H 4.343 -0.286 2.139
H 2.868 -1.045 -0.408
H 3.697 -1.536 -2.650
H 2.313 -1.071 -4.637
H 0.025 -0.170 -4.349
H -0.811 0.361 -2.088
H -0.837 0.640 2.894
H -0.346 -0.108 5.195
H 1.484 -1.716 5.599
H 2.720 -2.668 3.688
H 2.238 -1.941 1.414
C 0.676 -4.496 -3.112
N 0.524 -3.589 -1.965
C 1.455 -3.989 -0.899
C -0.922 -3.491 -1.499
C -1.107 -3.603 -0.009
C -1.045 -4.874 0.563
C -1.221 -5.046 1.919
C -1.524 -3.949 2.708
C -1.635 -2.695 2.134
C -1.388 -2.483 0.778
H 1.704 -4.480 -3.470
H 0.019 -4.208 -3.929
H 0.434 -5.511 -2.804
H 0.810 -2.647 -2.264
H 1.298 -3.367 -0.019
H 2.482 -3.881 -1.244
H 1.275 -5.027 -0.624
H -1.475 -4.295 -1.983
H -1.328 -2.537 -1.842
H -0.878 -5.738 -0.069
H -1.155 -6.034 2.347
H -1.700 -4.079 3.765
H -1.916 -1.863 2.767

Cartesian forces (eV/Å) of the 6 atoms listed first:
-0.521 0.127 0.174
0.115 0.336 -0.183
-0.249 -0.016 0.203
-0.535 -0.278 0.086
0.152 -0.015 -0.156
-0.149 -0.088 0.041



Entry 5:
This record from the OMol25 dataset describes C16H15FN2O in the gas phase. The level of theory is ωB97M-V/def2-TZVPD.

LUMO level = 0.79 eV
SMILES = O=C(Nc1ccc2c(c1)CCC2)Nc1ccccc1F
HOMO-LUMO gap = 0.3334 Ha
Total charge = 0

Geometry (Å):
O -0.850 1.620 -3.176
C -0.586 1.054 -2.137
N -1.442 1.134 -1.065
C -1.407 0.488 0.180
C -1.061 -0.856 0.299
C -1.037 -1.472 1.543
C -1.373 -0.743 2.664
C -1.754 0.593 2.544
C -1.776 1.213 1.315
C -2.108 1.159 3.887
C -1.493 0.148 4.868
C -1.436 -1.181 4.097
N 0.556 0.336 -1.895
C 1.586 0.046 -2.780
C 1.583 0.384 -4.130
C 2.653 0.040 -4.937
C 3.744 -0.642 -4.425
C 3.767 -0.990 -3.084
C 2.698 -0.644 -2.289
F 2.711 -0.985 -0.971
H -2.160 1.835 -1.184
H -0.840 -1.437 -0.584
H -0.762 -2.513 1.621
H -2.068 2.249 1.219
H -3.196 1.192 3.992
H -1.727 2.169 4.033
H -0.480 0.462 5.122
H -2.064 0.067 5.791
H -2.344 -1.768 4.262
H -0.584 -1.795 4.386
H 0.709 0.030 -0.942
H 0.738 0.919 -4.529
H 2.632 0.312 -5.981
H 4.574 -0.905 -5.062
H 4.599 -1.522 -2.650

Cartesian forces (eV/Å) of the 6 atoms listed first:
0.002 0.106 -0.329
0.118 0.004 0.125
-0.481 0.261 0.028
0.043 -0.122 0.284
-0.075 -0.044 -0.042
0.017 0.126 0.019



Entry 6:
This record from the OMol25 dataset describes a molecular structure, C12H23HoN2O2P2S. The level of theory is ωB97M-V/def2-TZVPD.

LUMO level (alpha / beta) = -8.21 / -8.10 eV
HOMO-LUMO gap (alpha / beta) = 0.1567 / 0.1676 Ha
Total charge = +2
Multiplicity = 5
ΔE to the lowest compared entry with this formula, charge and spin = 3.4714 eV

Geometry (Å):
Ho 0.429 0.975 -0.225
P 2.518 -0.987 0.315
C 2.427 -1.240 -1.462
C 1.163 -1.329 -2.134
N -0.034 -0.640 -1.725
C -1.228 -1.104 -2.213
C -1.264 -2.165 -3.079
C -0.119 -2.760 -3.608
C 1.081 -2.237 -3.200
C -2.650 -0.643 -1.797
P -2.783 1.075 -1.211
H 2.030 -2.655 -3.523
H -2.243 -2.541 -3.361
H -0.142 -3.578 -4.311
H -3.295 -0.706 -2.687
H -3.004 -1.309 -0.985
H 2.849 1.079 -2.185
H 3.297 -1.052 -2.130
H 0.095 5.058 -1.749
O 2.657 1.573 -1.368
H 2.655 2.405 -1.895
H -1.625 0.629 -0.328
O -0.375 4.729 -0.923
H 0.295 4.377 -0.324
C -3.153 2.225 -2.523
H -4.134 2.035 -3.062
H -3.233 3.228 -2.045
H -2.349 2.221 -3.296
C -3.898 1.224 0.151
H -3.539 2.028 0.802
H -4.897 1.470 -0.197
H -3.935 0.317 0.749
C 2.322 -2.735 0.642
H 3.308 -3.187 0.539
H 1.904 -2.817 1.639
H 1.657 -3.126 -0.128
C 4.248 -0.507 0.610
H 4.322 -0.225 1.661
H 4.893 -1.371 0.438
H 4.594 0.336 0.003
S -0.485 0.257 4.561
C -0.271 0.660 3.062
N -0.090 1.016 1.909

Cartesian forces (eV/Å) of the 6 atoms listed first:
3.069 -0.628 1.195
-0.468 0.992 -1.811
-1.179 2.091 -1.478
0.723 0.800 1.146
0.172 -0.189 0.697
-0.486 -1.586 -1.114



Entry 7:
This record from the OMol25 dataset describes a molecular structure, C43H43N6O3PS2SrTe. The level of theory is ωB97M-V/def2-TZVPD.

LUMO level = 3.28 eV
HOMO-LUMO gap = 0.1517 Ha
Total charge = -2
ΔE to the lowest compared entry with this formula, charge and spin = 18.6009 eV

Geometry (Å):
Sr 0.459 0.067 -1.169
C 6.682 0.816 0.499
C 5.552 1.381 1.368
N 4.567 2.177 0.589
C 3.388 1.687 0.029
S 3.245 0.208 -0.836
N 2.599 2.703 -0.268
N 1.349 2.524 -0.931
C 0.605 3.672 -0.962
C 1.187 4.849 -0.968
C -0.844 3.321 -1.439
C -1.714 4.517 -1.784
C -2.952 4.088 -2.257
C -3.364 2.801 -2.206
C -2.608 1.858 -1.420
N -1.364 2.074 -1.019
H 7.314 0.225 1.192
H 7.294 1.474 -0.082
H 5.993 0.159 -0.349
H 6.137 1.930 2.192
H 5.210 0.602 2.114
H -1.640 5.530 -7.766
H 2.165 5.028 -1.128
H 0.592 5.818 -0.916
H 3.060 3.492 0.275
H -1.677 5.607 -2.138
H -3.509 4.828 -2.713
H -4.397 2.650 -2.869
H -3.041 0.901 -1.402
C -4.801 -3.076 1.977
O -4.871 -3.922 0.801
C -3.868 -3.589 -0.128
C -3.320 -4.790 -0.823
C -2.211 -4.591 -1.439
C -1.460 -3.367 -1.604
C -0.084 -3.320 -2.097
C 0.567 -4.403 -2.774
O 0.647 -2.334 -1.729
C -2.134 -2.148 -1.162
O -1.655 -0.902 -1.352
C -3.489 -2.332 -0.534
H -3.772 -3.107 2.386
H -5.257 -3.591 2.819
H -4.860 -2.013 1.806
H -3.815 -5.869 -0.431
H -1.899 -5.346 -2.022
H 1.451 -5.007 -2.243
H 1.322 -3.909 -3.542
H 0.202 -5.197 -3.209
H -4.294 -1.563 -0.508
N -0.703 4.379 -5.581
C -0.116 3.428 -6.273
S 0.268 3.527 -7.997
C 0.214 2.316 -5.433
C -0.454 1.153 -5.294
C 0.188 0.079 -4.481
N 1.282 0.314 -3.733
C 1.939 1.455 -3.972
C 1.448 2.549 -4.830
H -0.925 5.220 -6.084
H -0.628 4.422 -4.612
H -1.464 0.965 -5.975
H -0.575 -1.078 -4.291
H 2.794 1.526 -3.309
H 1.719 3.496 -5.063
Te 3.869 -1.620 0.637
C 3.420 1.220 4.675
C 3.028 -0.212 5.092
C 1.998 -0.769 4.333
C 1.400 -0.035 3.267
C 2.009 1.093 2.745
C 3.095 1.605 3.329
P -0.138 -0.576 2.471
C -0.414 -2.447 2.715
C -1.095 -2.944 3.822
C -1.288 -4.262 3.970
C -0.588 -5.276 3.144
C 0.036 -4.733 2.038
C 0.051 -3.319 1.768
C -1.345 0.072 3.558
C -0.938 0.175 4.917
C -1.776 -0.041 5.858
C -3.299 -0.320 5.721
C -3.711 -0.381 4.448
C -2.745 -0.112 3.324
H 4.118 1.847 5.084
H 3.868 -0.717 5.812
H 1.525 -1.863 4.521
H 1.528 1.448 1.723
H 3.434 2.536 3.073
H -1.630 -2.316 4.463
H -1.993 -4.689 4.669
H -1.279 -6.243 3.077
H 0.817 -5.618 1.434
H 0.750 -3.241 0.920
H 0.091 0.174 5.058
H -1.280 0.207 6.755
H -4.064 -0.216 6.502
H -2.275 5.472 -7.861
H -2.855 -0.258 2.035

Cartesian forces (eV/Å) of the 6 atoms listed first:
-0.451 -0.193 0.929
-3.031 -2.831 -1.453
0.907 0.520 0.880
-1.799 -1.530 1.181
5.607 1.695 0.964
0.280 -1.099 -0.147



Entry 8:
This record from the OMol25 dataset describes C4H7N3S in the gas phase. The level of theory is ωB97M-V/def2-TZVPD.

LUMO level = 0.85 eV
SMILES = C=C1N/C(=N\N)CS1
HOMO-LUMO gap = 0.3331 Ha
Total charge = 0
ΔE to the lowest compared entry with this formula, charge and spin = 1.8799 eV

Geometry (Å):
C -1.497 -0.793 2.167
C -1.063 -0.100 1.120
N 0.122 -0.338 0.418
C 0.338 0.386 -0.735
N 1.233 0.158 -1.618
N 2.027 -0.972 -1.249
C -0.618 1.537 -0.868
S -1.907 1.285 0.398
H -0.916 -1.609 2.560
H -2.444 -0.556 2.660
H 0.582 -1.219 0.479
H 2.504 -1.235 -2.113
H 2.774 -0.604 -0.649
H -0.098 2.493 -0.683
H -1.037 1.566 -1.885

Cartesian forces (eV/Å) of the 6 atoms listed first:
-0.451 0.170 0.186
0.037 0.190 -0.205
-0.300 0.649 -0.175
0.004 -0.079 -0.083
-0.569 0.193 0.400
0.703 0.008 -0.266



What did the fifth record say?
This record from the OMol25 dataset describes C16H15FN2O in the gas phase. The level of theory is ωB97M-V/def2-TZVPD.

LUMO level = 0.79 eV
SMILES = O=C(Nc1ccc2c(c1)CCC2)Nc1ccccc1F
HOMO-LUMO gap = 0.3334 Ha
Total charge = 0

Geometry (Å):
O -0.850 1.620 -3.176
C -0.586 1.054 -2.137
N -1.442 1.134 -1.065
C -1.407 0.488 0.180
C -1.061 -0.856 0.299
C -1.037 -1.472 1.543
C -1.373 -0.743 2.664
C -1.754 0.593 2.544
C -1.776 1.213 1.315
C -2.108 1.159 3.887
C -1.493 0.148 4.868
C -1.436 -1.181 4.097
N 0.556 0.336 -1.895
C 1.586 0.046 -2.780
C 1.583 0.384 -4.130
C 2.653 0.040 -4.937
C 3.744 -0.642 -4.425
C 3.767 -0.990 -3.084
C 2.698 -0.644 -2.289
F 2.711 -0.985 -0.971
H -2.160 1.835 -1.184
H -0.840 -1.437 -0.584
H -0.762 -2.513 1.621
H -2.068 2.249 1.219
H -3.196 1.192 3.992
H -1.727 2.169 4.033
H -0.480 0.462 5.122
H -2.064 0.067 5.791
H -2.344 -1.768 4.262
H -0.584 -1.795 4.386
H 0.709 0.030 -0.942
H 0.738 0.919 -4.529
H 2.632 0.312 -5.981
H 4.574 -0.905 -5.062
H 4.599 -1.522 -2.650

Cartesian forces (eV/Å) of the 6 atoms listed first:
0.002 0.106 -0.329
0.118 0.004 0.125
-0.481 0.261 0.028
0.043 -0.122 0.284
-0.075 -0.044 -0.042
0.017 0.126 0.019



Number 1 is which compound?
C18H19AsCl5F6GeMnN3OSi



Which of these has the lowest total charge?
C43H43N6O3PS2SrTe



Look up the total charge of the fifth one.
0